# C2H9N2OP

C2H9N2OP as an isolated structure (ωB97M-V/def2-TZVPD, the Open Molecules 2025 dataset).

Each line ends with the natural charge from an NBO analysis.
Atoms and positions in Å:
C  -1.25  -0.47  -1.12  -0.60
C  -0.80  -1.04  0.23  -0.27
N  0.07  -0.18  0.87  -0.16
N  -0.25  0.52  1.83  -0.24
O  1.02  2.06  -0.71  -1.13
P  1.83  1.04  -0.07  1.37
H  -1.52  0.64  -1.03  0.24
H  -0.44  -0.52  -1.78  0.21
H  -1.98  -1.15  -1.50  0.22
H  -1.87  -1.27  0.80  0.16
H  -0.32  -1.96  -0.01  0.22
H  1.85  0.87  1.35  -0.07
H  -1.23  0.19  2.23  0.28
H  1.83  -0.31  -0.75  -0.11
H  3.06  1.57  -0.33  -0.13

Properties
Highest occupied orbital energy, hartree: -0.3525
Spin multiplicity: 1
Orbital gap, Eh: 0.3562
Lowest unoccupied orbital energy, eV: 0.102
Total charge: 0